1.
Entry from OMol25: the ion CH5N2O with charge +1 (the ωB97M-V functional and the def2-TZVPD basis).

Positions of all 9 atoms, in Å:
1 C 0.651 -0.652 0.614
2 N -0.536 0.085 0.119
3 N -0.558 0.575 -1.046
4 O -1.471 0.346 0.958
5 H 1.402 0.135 0.859
6 H 1.202 -1.313 -0.116
7 H 0.229 -1.214 1.406
8 H 0.264 0.753 -1.611
9 H -1.184 1.285 -1.183

Forces on atoms 1 to 2 (eV/Å):
1.30 0.05 -1.22
-2.47 0.83 4.39

Calculated values
largest force on an atom	5.35	eV/A
M	61.1	u
SMILES	C[N+](N)=O
LUMO level	-0.2547	Ha
net charge	+1
relative energy (zero: lowest compared OMol25 entry of this formula, charge and spin)	92.7	kcal per mole

***

2.
Entry from OMol25: a cluster of 2 separate species, CH4NO2 in total (the ωB97M-V functional and the def2-TZVPD basis).

Positions of all 8 atoms, in Å:
1 C 0.667 1.032 -0.045
2 N 1.452 0.111 -0.137
3 O -1.267 -1.041 -0.048
4 O 2.301 -0.644 -0.241
5 H -1.617 -0.918 0.899
6 H 0.725 1.869 0.662
7 H -0.349 0.940 -0.458
8 H -1.912 -1.349 -0.633

Forces on atoms 1 to 2 (eV/Å):
-2.25 1.26 0.38
2.19 -0.87 0.12

Calculated values
largest force on an atom	4.18	eV/A
M	62.0	u
LUMO level	-0.2920	Ha
net charge	+1
relative energy (zero: lowest compared OMol25 entry of this formula, charge and spin)	110.6	kcal per mole

***

3.
Entry from OMol25: a structure of composition C5H8O (the ωB97M-V functional and the def2-TZVPD basis).

Positions of all 14 atoms, in Å:
1 C -1.484 -0.831 0.485
2 C -0.553 -0.117 -0.476
3 C 0.151 1.179 -0.047
4 C 1.513 0.539 0.213
5 C 0.913 -0.648 -0.564
6 O 1.401 -1.662 -0.958
7 H -1.816 -1.783 0.061
8 H -0.994 -1.022 1.442
9 H -2.371 -0.211 0.673
10 H -1.068 0.011 -1.438
11 H 0.449 1.387 -1.161
12 H -0.292 1.788 0.800
13 H 2.338 1.079 -0.264
14 H 1.811 0.291 1.235

Forces on atoms 1 to 2 (eV/Å):
0.09 -0.05 0.14
0.24 -0.30 -0.12

Calculated values
largest force on an atom	3.34	eV/A
M	84.1	u
LUMO level	0.0362	Ha
net charge	0
relative energy (zero: lowest compared OMol25 entry of this formula, charge and spin)	45.8	kcal per mole

***

no.,calculated total energy (Eh)
1,-225.45931
2,-245.30528
3,-270.48484